No. 1
Molecular formula: C13H26B3F14NO11P2S
Method: DFT, ωB97M-V/def2-TZVPD

Geometry as XYZ:
```
71
Properties=species:S:1:pos:R:3:forces:R:3:mulliken_charge:R:1
N 1.8884 -0.8500 1.4550 0.0 -0.1 0.3 -0.407
C 0.6523 -1.1823 0.7305 0.2 0.1 0.0 -0.582
B -0.2503 0.0330 0.3466 0.1 0.3 0.0 0.537
O -0.6250 0.9966 1.2846 0.0 0.1 -0.2 -0.260
B -1.3703 2.0405 0.7980 0.2 -0.4 -0.2 0.599
F -1.1271 3.2685 1.2250 -0.3 0.2 0.2 -0.209
O -2.3141 1.8218 -0.1850 0.1 -0.1 0.1 -0.570
B -2.0492 0.7243 -1.0009 0.2 0.5 0.1 0.262
C -3.1680 0.0664 -1.8735 0.0 0.2 0.0 -1.052
C -4.5564 0.6507 -1.5866 0.2 -0.2 0.1 -0.409
C -5.6244 -0.0437 -2.3907 -0.3 0.1 -0.1 1.001
F -5.7171 -1.3543 -2.0400 0.0 0.0 0.0 -0.320
F -5.3003 -0.0150 -3.7109 0.0 0.0 0.0 -0.364
C -7.0605 0.6038 -2.3109 0.0 -0.1 0.3 0.554
F -7.6956 0.4027 -3.4775 0.0 -0.1 -0.2 -0.338
F -6.9171 1.9336 -2.1473 0.0 0.1 -0.1 -0.251
C -8.0936 0.0693 -1.2544 0.3 0.0 0.2 0.621
F -8.2356 -1.2492 -1.4877 -0.1 0.0 -0.1 -0.285
F -9.2712 0.6606 -1.4944 -0.1 0.1 -0.1 -0.294
C -7.8347 0.1433 0.2966 0.2 0.2 -0.3 0.482
F -8.8294 -0.5271 0.8600 -0.2 -0.2 0.2 -0.273
F -6.6908 -0.5004 0.5405 0.2 -0.1 0.1 -0.219
S -7.7124 1.8340 1.1935 0.1 0.0 -0.4 1.413
F -7.0649 1.0878 2.4344 0.0 0.0 0.0 -0.321
F -6.2673 2.0282 0.5369 -0.2 0.0 0.2 -0.277
F -8.3652 2.6102 -0.0270 0.1 -0.1 0.2 -0.301
F -9.1398 1.6766 1.8447 0.0 0.0 0.0 -0.312
F -7.5269 3.1993 1.9467 0.0 0.0 0.0 -0.300
O -0.7676 0.2216 -0.9361 -0.4 -0.8 0.0 -0.332
H 2.4447 -0.1674 0.9508 -0.2 -0.2 0.0 0.160
H 1.6886 -0.4798 2.3764 -0.1 0.0 -0.1 0.248
H 0.9121 -1.7560 -0.1658 0.0 0.0 0.1 0.162
H 0.0549 -1.8512 1.3675 0.1 0.0 -0.1 0.379
H -3.1445 -1.0062 -1.6409 0.0 0.1 -0.2 0.338
H -2.9115 0.1756 -2.9337 0.0 -0.1 0.1 0.297
H -4.5840 1.7168 -1.8187 0.0 -0.1 0.1 0.397
H -4.7912 0.5101 -0.5291 0.0 0.2 -0.1 0.277
C 5.6646 2.5659 -0.2171 0.1 -0.1 0.0 -0.710
O 4.4954 3.0347 0.4665 -0.1 0.0 -0.1 -0.375
P 3.0530 2.5067 0.0478 0.0 0.4 0.2 1.375
O 3.0312 1.1240 -0.4295 0.1 0.1 -0.2 -0.794
O 2.4735 3.5844 -0.9689 0.0 -0.1 0.0 -0.313
C 2.9686 3.6139 -2.3120 0.0 0.0 0.0 -0.748
O 2.1924 2.7757 1.3223 0.0 -0.1 -0.1 -0.301
C 1.9910 4.0753 1.9043 -0.1 -0.1 0.1 -0.643
H 6.4837 2.5993 0.4964 0.0 0.0 0.0 0.254
H 5.5173 1.5437 -0.5622 0.0 0.0 0.0 0.324
H 5.8936 3.2184 -1.0599 0.0 0.0 0.0 0.262
H 3.2108 2.6082 -2.6561 0.0 0.0 0.0 0.341
H 3.8479 4.2562 -2.3711 0.0 0.0 0.0 0.250
H 2.1788 4.0268 -2.9337 0.0 0.0 0.0 0.275
H 2.6168 4.8416 1.4515 0.1 -0.1 -0.1 0.326
H 2.2258 3.9854 2.9620 0.0 0.0 0.0 0.264
H 0.9416 4.3274 1.7838 0.0 0.1 0.0 0.178
C 5.0157 -6.3454 0.4677 -0.1 0.0 0.1 -0.656
O 5.6318 -5.3996 1.3488 0.1 0.0 -0.1 -0.350
P 5.1322 -3.8831 1.3656 -0.1 0.1 0.1 1.094
O 3.7124 -3.7087 1.0848 0.1 -0.2 -0.1 -0.588
O 6.1205 -3.0993 0.3919 0.1 0.0 0.0 -0.276
C 5.9438 -3.2285 -1.0218 0.0 0.0 0.0 -0.721
O 5.6259 -3.3852 2.7682 0.0 0.0 0.0 -0.377
C 7.0112 -3.4029 3.1375 0.0 0.0 0.0 -0.644
H 5.0877 -7.3192 0.9454 0.0 0.0 0.0 0.240
H 3.9693 -6.0885 0.3088 0.0 0.0 0.0 0.319
H 5.5446 -6.3718 -0.4856 0.0 0.0 0.0 0.255
H 4.8871 -3.3314 -1.2695 0.0 0.0 0.0 0.344
H 6.5053 -4.0876 -1.3918 0.0 0.0 0.0 0.271
H 6.3313 -2.3207 -1.4763 0.0 0.0 0.0 0.254
H 7.6173 -3.9189 2.3955 0.0 0.0 0.0 0.314
H 7.0907 -3.9149 4.0934 0.0 0.0 0.0 0.256
H 7.3525 -2.3748 3.2364 0.0 0.0 0.0 0.250
```
Forces are in eV/Å.

Output
Charge = 0
Kohn-Sham gap = 0.303 Ha
SMILES = NCB1OB(F)OB(CCC(F)(F)C(F)(F)C(F)(F)C(F)(F)S(F)(F)(F)(F)F)O1.COP(=O)(OC)OC.COP(=O)(OC)OC


No. 2
Molecular formula: C13H26Cl6N6O10
Method: DFT, ωB97M-V/def2-TZVPD

Geometry as XYZ:
```
61
Properties=species:S:1:pos:R:3:forces:R:3:mulliken_charge:R:1
C -21.7146 -6.1186 27.5309 0.5 -0.7 0.0 -0.636
N -22.6618 -6.2396 28.6457 -1.6 0.1 1.0 0.842
O -23.0139 -5.2063 29.1857 0.4 0.3 -0.2 -0.520
O -23.1243 -7.3198 28.9623 0.7 -0.2 -0.5 -0.500
H -20.8384 -5.6116 27.9352 -0.2 0.2 -0.3 0.260
H -22.2294 -5.5742 26.7393 0.3 0.0 0.1 0.268
H -21.4504 -7.1358 27.2420 -0.1 0.2 -0.2 0.285
C -17.2921 0.0826 24.4246 1.1 -2.1 -0.3 -0.730
N -18.1809 -1.1535 24.2771 -2.5 0.7 0.9 0.805
O -18.4938 -1.5197 23.1666 1.0 0.2 -0.4 -0.498
O -18.7022 -1.6362 25.2811 1.2 0.5 -0.2 -0.496
H -17.3866 0.7098 23.5382 -0.5 0.1 0.5 0.298
H -16.3319 -0.4248 24.3311 0.4 0.3 -0.1 0.301
H -17.2772 0.4649 25.4453 -0.8 0.2 -0.4 0.319
C -27.0941 -2.9830 25.0167 -1.0 -1.6 1.3 -0.698
N -28.1133 -3.9131 24.3264 1.5 0.6 -2.9 0.812
O -28.2053 -3.6183 23.0977 -0.6 -1.1 2.7 -0.501
O -28.6313 -4.8578 24.8974 0.5 1.5 -0.5 -0.489
H -26.4032 -2.5193 24.3127 -0.8 0.1 0.0 0.293
H -26.5555 -3.6224 25.7162 0.1 -0.1 -0.1 0.301
H -27.7327 -2.3792 25.6615 0.3 0.6 -0.4 0.282
C -26.0058 -10.4828 23.0218 0.6 0.8 -0.8 -0.690
N -25.9170 -9.5200 24.1849 0.2 1.3 0.3 0.812
O -26.5374 -9.8032 25.2029 0.8 0.3 -1.1 -0.484
O -25.2123 -8.4898 24.0315 -1.5 -2.4 0.3 -0.504
H -26.9718 -10.9696 22.8874 0.2 0.0 0.8 0.289
H -25.1565 -11.1607 23.1070 -0.3 -0.2 0.3 0.273
H -25.8223 -9.8988 22.1199 0.0 0.2 0.2 0.303
C -17.9658 -12.1765 24.4434 1.2 -0.8 1.1 -0.714
N -18.6227 -10.9542 23.9896 -0.5 0.2 -2.0 0.832
O -19.5727 -11.1403 23.2153 0.9 0.8 1.2 -0.493
O -18.1329 -9.8785 24.2975 -0.8 -0.7 0.0 -0.500
H -16.9547 -11.9411 24.7756 -0.2 0.3 0.0 0.310
H -17.8805 -12.9354 23.6656 -0.6 0.3 -0.1 0.287
H -18.5037 -12.5514 25.3141 -0.2 -0.1 -0.2 0.278
C -30.3048 -6.0132 29.9082 0.4 -0.2 0.0 -0.283
C -29.0013 -6.2165 30.3430 1.0 -0.1 0.7 -0.361
C -28.7404 -6.8367 31.5609 -2.7 0.1 0.9 -0.215
N -29.7715 -7.1816 32.3763 -0.5 1.0 0.3 -0.548
C -31.0336 -6.8331 32.0219 1.5 -1.1 -1.0 -0.107
C -31.3502 -6.3947 30.7427 0.3 0.6 0.4 -0.331
H -30.4141 -5.5403 28.9434 -0.4 -0.1 -0.1 0.411
H -28.1101 -5.8535 29.8527 -0.2 0.1 -0.7 0.360
H -27.7837 -6.9511 32.0489 0.3 -0.2 -0.6 0.406
H -31.8767 -6.9805 32.6807 0.3 -0.4 0.6 0.337
H -32.4078 -6.2851 30.5533 0.1 0.3 -0.5 0.333
Cl -17.6610 -1.5977 30.3380 -0.6 -0.4 0.1 -0.146
C -18.8987 -2.6256 31.1362 0.3 0.2 0.6 -0.197
Cl -19.1657 -2.1091 32.8232 0.0 0.1 -0.1 -0.152
H -19.8724 -2.5540 30.6516 0.4 0.0 -0.2 0.248
H -18.5133 -3.6420 31.2168 -0.1 0.2 -0.4 0.247
Cl -23.4610 -13.1148 26.7555 0.3 0.0 -0.8 -0.163
C -23.3058 -12.6155 28.4450 -1.3 0.1 -0.8 -0.178
Cl -22.3342 -13.8026 29.3024 -0.1 0.6 0.3 -0.134
H -23.0016 -11.5688 28.4435 0.7 -0.4 0.4 0.234
H -24.3630 -12.6249 28.7103 0.4 -0.2 0.9 0.240
Cl -24.8873 -3.0827 35.2097 -0.7 1.0 -0.8 -0.156
C -25.6253 -1.8439 34.0624 -0.2 -0.6 0.7 -0.205
Cl -27.4395 -1.7993 34.1361 1.2 -0.2 -0.1 -0.145
H -25.2889 -0.8473 34.3483 0.1 -0.4 0.0 0.266
H -25.2890 -2.1454 33.0704 -0.3 0.2 0.2 0.239
```
Forces are in eV/Å.

Output
Charge = 0
Kohn-Sham gap = 0.341 Ha
SMILES = C[N+](=O)[O-].C[N+](=O)[O-].C[N+](=O)[O-].C[N+](=O)[O-].C[N+](=O)[O-].c1ccncc1.ClCCl.ClCCl.ClCCl


No. 3
Molecular formula: C13H26CrN4OS2
Method: DFT, ωB97M-V/def2-TZVPD

Geometry as XYZ:
```
47
Properties=species:S:1:pos:R:3:forces:R:3:mulliken_spin:R:1
Cr -0.2015 0.5413 -0.0772 0.1 0.4 0.9 3.162
C 0.9811 3.1859 -0.3684 0.3 0.0 0.1 -0.018
C 2.0837 2.4402 0.3703 -0.2 0.2 -0.1 0.024
N 1.8471 0.9718 0.2588 0.0 -0.1 -0.2 -0.068
C 2.3516 0.2013 1.4257 0.0 -0.1 0.2 -0.004
C 1.5675 0.5273 2.6950 0.0 0.0 -0.1 0.012
S -0.2219 0.7608 2.3586 0.0 -0.1 -0.4 -0.120
C -0.4546 2.5765 2.4872 -0.1 0.0 -0.2 0.018
C -1.0128 3.1535 1.1934 -0.1 -0.1 0.2 0.011
N -0.3613 2.6123 -0.0374 0.0 0.1 -0.3 -0.035
H 1.0214 4.2508 -0.1321 -0.1 0.0 0.0 0.001
H 1.1303 3.0861 -1.4454 -0.1 0.0 0.0 -0.002
H 3.0510 2.7180 -0.0491 0.0 -0.1 0.0 -0.001
H 2.1036 2.7223 1.4189 0.0 -0.1 0.0 -0.002
H 2.3633 0.6371 -0.5543 0.0 0.0 0.0 0.007
H 2.2568 -0.8587 1.1882 0.0 0.0 0.0 -0.004
H 3.4114 0.4019 1.6014 0.0 0.0 0.0 0.005
H 1.6500 -0.2866 3.4133 0.0 0.0 0.0 0.000
H 1.9163 1.4297 3.1929 0.0 0.0 0.0 -0.004
H -1.1707 2.7414 3.2912 0.0 0.0 0.0 -0.002
H 0.4909 3.0219 2.7847 0.0 0.0 0.0 0.000
H -2.0741 2.9141 1.1221 0.0 0.0 -0.1 -0.003
H -0.9242 4.2419 1.2153 0.0 0.0 0.0 0.003
H -0.9767 2.9133 -0.7942 0.0 -0.1 0.0 0.014
S -4.5024 0.2312 -1.4534 0.3 0.0 0.1 0.008
C -4.3581 -0.4053 0.1261 0.0 0.0 -0.1 -0.004
C -3.0832 -0.2944 0.5692 -0.1 0.0 0.1 0.024
N -2.2214 0.2962 -0.3338 0.0 0.1 0.0 -0.111
C -2.8597 0.6169 -1.4503 -0.2 0.0 -0.1 0.030
H -5.2071 -0.8216 0.6470 0.0 0.0 0.0 0.000
H -2.7308 -0.6112 1.5398 0.0 0.0 0.0 0.000
H -2.3756 1.0758 -2.3024 0.0 0.0 0.0 0.001
C 0.6451 -4.4800 -1.9368 0.1 -0.3 -0.3 -0.001
N 0.2906 -3.2761 -1.1765 0.0 0.6 0.1 0.019
C -0.2727 -3.4911 0.1561 0.0 -0.1 0.2 0.004
C 0.4623 -2.0811 -1.6785 0.0 -0.6 -0.1 -0.028
C 0.9662 -1.9193 -3.0727 0.0 0.1 -0.1 0.002
O 0.1918 -1.0193 -0.9868 0.2 -0.1 -0.1 0.056
H 0.6920 -5.3227 -1.2540 0.0 0.0 0.1 0.000
H 1.6151 -4.3742 -2.4167 0.0 0.0 0.1 0.001
H -0.1010 -4.6960 -2.7027 -0.1 0.1 0.1 0.001
H -0.9989 -4.2998 0.1042 0.0 0.0 0.0 0.001
H -0.7735 -2.5974 0.5105 0.0 0.0 0.0 0.007
H 0.5109 -3.7796 0.8581 0.0 0.0 -0.1 0.001
H 0.3216 -2.4456 -3.7795 0.0 0.0 0.0 0.001
H 1.9666 -2.3419 -3.1822 0.0 0.0 0.0 0.000
H 0.9942 -0.8678 -3.3436 0.0 0.0 0.0 -0.005
```
Forces are in eV/Å.

Output
Spin multiplicity = 4
ΔE to the lowest compared entry with this formula, charge and spin = 0.0 kcal/mol
Charge = +3
Kohn-Sham gap (spin up / spin down) = 0.276 / 0.320 Ha


No. 4
Molecular formula: C13H26ErO6
Method: DFT, ωB97M-V/def2-TZVPD

Geometry as XYZ:
```
46
Properties=species:S:1:pos:R:3:forces:R:3:mulliken_spin:R:1
Er -0.1094 -0.4699 -0.3305 0.7 -3.3 -1.8 3.078
C 1.7307 1.5128 -2.4514 -0.7 1.2 0.0 0.000
C 2.7482 0.6841 -1.6775 -1.0 -0.3 1.3 0.001
O 2.0751 0.2964 -0.4093 0.4 0.7 -0.7 -0.004
C 2.7898 0.2061 0.8663 -1.1 -1.6 -1.6 0.001
C 2.4807 -1.2111 1.3528 0.1 -0.3 -0.1 0.003
O 1.0657 -1.2531 1.6338 0.5 0.3 0.7 -0.004
C 0.5135 -2.1257 2.6838 1.7 -0.6 -1.3 -0.001
C -0.7561 -2.6448 2.0825 -1.8 1.0 -0.7 0.004
O -1.3870 -1.3409 1.4834 0.2 -1.5 1.1 -0.002
C -1.8488 -0.4316 2.4825 -0.4 -0.5 0.5 0.000
C -1.1479 0.9088 2.4781 1.4 0.4 -0.9 0.001
O -0.8217 1.2503 1.0885 -1.5 0.7 0.2 -0.002
C -1.8668 2.1090 0.5267 -0.3 0.1 1.6 0.000
C -2.2981 1.7877 -0.8981 0.3 1.0 -1.1 0.001
O -2.0752 0.4248 -1.2985 0.8 1.2 -1.0 -0.001
C -1.7762 0.3659 -2.7765 -1.3 0.5 0.8 0.011
C -0.6764 1.3175 -3.2093 1.5 -1.7 -0.2 -0.001
O 0.4661 0.8234 -2.4181 -0.2 -0.1 0.0 -0.003
H 2.1154 1.6963 -3.4648 -0.3 -0.3 0.0 0.000
H 1.4465 2.4958 -2.0295 1.0 -0.2 0.2 0.000
H 3.6800 1.1441 -1.3924 0.1 0.9 -0.2 0.000
H 3.0311 -0.1765 -2.2753 -0.4 -0.6 0.2 0.000
H 2.4343 0.9947 1.5165 0.0 0.1 0.2 0.000
H 3.8264 0.2706 0.6590 1.1 0.3 0.0 0.000
H 3.0704 -1.3557 2.2589 -0.1 -0.4 0.1 0.000
H 2.7104 -1.9869 0.5325 -0.3 1.1 1.2 -0.002
H 0.3539 -1.5309 3.5809 0.2 -0.1 0.1 0.000
H 1.2451 -2.9600 2.8419 -0.7 0.7 0.2 -0.001
H -1.5017 -3.0826 2.8280 1.0 0.6 -1.0 0.000
H -0.5929 -3.3005 1.1882 -0.1 0.7 0.8 -0.002
H -1.7213 -0.8511 3.4767 0.0 -0.2 0.2 0.000
H -2.9244 -0.3349 2.3596 -0.2 0.2 -0.2 0.000
H -0.1410 0.9341 2.9547 -0.9 -0.3 0.0 0.000
H -1.7922 1.7038 2.8792 0.4 -0.4 0.2 0.000
H -1.4611 3.1237 0.6736 -0.4 -0.2 -0.7 0.000
H -2.7401 2.0572 1.2088 0.4 -0.2 -0.5 0.000
H -1.7678 2.5188 -1.5741 -0.5 -1.0 0.7 0.000
H -3.3644 1.9939 -1.0392 0.1 0.1 0.3 0.000
H -2.7311 0.4576 -3.3160 0.3 0.5 0.1 0.000
H -1.4603 -0.6539 -2.8981 0.5 -0.6 0.0 -0.005
H -0.7828 2.4030 -3.1603 -0.1 -0.1 0.3 0.000
H -0.4480 1.0484 -4.2464 -0.2 0.2 -0.1 0.000
C 0.0811 -2.4943 -1.3876 -0.6 1.1 1.4 -0.071
H -0.3632 -3.4841 -1.1776 -0.5 0.2 0.5 0.001
H 0.6917 -2.8405 -2.2062 0.7 0.5 -0.8 0.001
```
Forces are in eV/Å.

Output
Spin multiplicity = 4
Charge = +1
Kohn-Sham gap (spin up / spin down) = 0.168 / 0.170 Ha


No. 5
Molecular formula: C13H26F9MnNSSi
Method: DFT, ωB97M-V/def2-TZVPD

Geometry as XYZ:
```
52
Properties=species:S:1:pos:R:3:forces:R:3:mulliken_spin:R:1
C -2.7468 -2.4694 2.1639 0.1 -0.2 0.2 0.003
C -1.2424 -2.4173 2.4526 -0.2 -0.7 0.4 0.004
C -0.4217 -3.3054 1.5108 0.9 2.0 -0.8 0.083
C 0.6605 -2.5579 0.7087 0.3 0.0 1.1 -0.068
C 1.6520 -1.7058 1.5839 -0.1 -1.4 0.0 0.033
Si -0.1544 -1.2990 -0.5370 -0.4 1.0 -0.9 0.035
C 1.0397 -1.0596 -1.9597 0.3 -0.5 0.9 0.008
C 2.2048 -0.1024 -1.6181 -0.7 0.1 -0.9 0.000
C 1.9088 1.3048 -2.1690 0.2 -0.3 0.6 0.001
C 2.4044 2.4401 -1.2655 0.3 0.1 -0.5 0.000
C 1.5369 3.6786 -1.3295 -0.1 -0.4 -0.6 0.000
F 1.0636 3.7683 -2.6071 -0.2 0.2 -0.1 0.000
F 2.2240 4.8092 -1.1161 0.0 0.0 0.5 0.000
C 0.2445 3.6704 -0.4705 -0.4 0.6 -0.2 0.000
F -0.4006 4.8268 -0.6470 0.2 -0.3 0.2 0.000
F -0.5681 2.6908 -0.9158 0.3 -0.1 0.2 0.000
S 0.4729 3.4011 1.3967 -0.7 0.7 -0.1 0.000
F 0.1649 4.8904 1.7285 0.0 0.3 0.1 0.000
F 2.0049 3.7358 1.3188 0.5 -0.1 0.0 0.000
F 0.7774 1.8508 1.1218 0.3 -0.5 -0.2 -0.001
F -1.0636 3.0555 1.5198 -0.3 -0.2 0.0 0.000
F 0.6418 3.0886 2.9220 0.1 0.0 0.4 0.000
N -1.7661 -1.7440 -0.9252 0.7 -0.4 0.1 0.004
C -2.4409 -0.7316 -1.7898 0.0 0.0 0.6 0.001
C -3.4297 0.1284 -1.0220 -0.3 0.0 -0.2 0.000
H -2.9578 -3.0260 1.2662 -0.1 -0.1 -0.4 0.000
H -3.1527 -1.4803 2.0475 -0.1 0.4 -0.1 0.000
H -3.2765 -2.9522 2.9702 -0.2 -0.1 0.3 0.001
H -0.8806 -1.3973 2.4552 0.2 0.2 -0.2 0.008
H -1.1022 -2.7926 3.4629 0.1 0.1 0.4 0.004
H -1.0384 -3.8708 0.8308 -0.1 -0.7 0.0 0.013
H 0.1355 -4.1415 2.1066 -0.6 -1.0 0.4 -0.041
H 1.2474 -3.2526 0.1106 0.0 -0.2 -0.3 0.007
H 2.6939 -1.8876 1.3079 0.2 0.1 -0.1 0.024
H 1.5391 -1.8228 2.7087 -0.1 -0.1 0.0 -0.029
H 1.5006 -0.6371 1.4826 -0.1 0.4 0.3 0.003
H -0.2245 -0.0228 0.2046 0.0 -0.2 0.2 0.003
H 0.4884 -0.7204 -2.8250 -0.2 0.2 -0.3 -0.001
H 1.4318 -2.0370 -2.2300 0.0 -0.3 -0.2 0.000
H 2.4087 -0.0693 -0.5524 0.1 0.0 0.3 0.000
H 3.0676 -0.4897 -2.1371 0.6 -0.1 0.2 0.001
H 2.4173 1.4001 -3.1137 0.0 0.0 -0.5 0.000
H 0.8558 1.3818 -2.3897 -0.4 0.2 0.1 0.000
H 3.3590 2.7591 -1.6605 0.4 0.3 0.0 0.000
H 2.5963 2.1202 -0.2553 -0.1 0.0 0.3 0.000
H -1.8649 -2.6793 -1.2918 -0.3 -0.1 -0.1 0.000
H -2.9337 -1.2572 -2.5891 -0.1 -0.2 -0.3 0.000
H -1.7003 -0.0753 -2.2358 0.2 0.1 -0.3 0.000
H -4.3232 0.2612 -1.6150 -0.3 0.1 -0.2 0.000
H -3.7435 -0.3288 -0.0956 0.0 -0.2 0.3 0.000
H -3.0533 1.1196 -0.8245 0.3 0.3 0.2 0.000
Mn 1.7437 -4.0486 2.8064 -0.1 1.3 -0.7 4.904
```
Forces are in eV/Å.

Output
Spin multiplicity = 6
ΔE to the lowest compared entry with this formula, charge and spin = 0.0 kcal/mol
Charge = +2
Kohn-Sham gap (spin up / spin down) = 0.132 / 0.134 Ha